(1)
Entry from the OMol25 dataset: a structure of composition C6H8 (ωB97M-V with the def2-TZVPD basis set).

Computed properties:
ΔE to the lowest compared entry with this formula, charge and spin in kJ/mol: 423.1
Total energy in Eh: -233.22586
Highest occupied orbital energy (spin up / spin down) in eV: -7.456 / -7.710

Geometry as ORCA input:
```
! RIJCOSX wB97M-V def2-TZVPD def2/J DEFGRID3
* xyz 0 1
C -1.12 0.40 -0.38
C 0.14 -0.37 0.14
C 2.38 0.85 -0.24
C 1.56 -0.33 0.16
C -0.72 -1.25 0.74
C -1.97 -0.83 0.03
H 2.56 1.43 0.69
H -2.87 -0.70 0.63
H -1.38 1.23 0.30
H 3.39 0.54 -0.55
H 1.99 1.57 -0.98
H -0.63 -1.80 1.68
H -2.22 -1.47 -0.83
H -1.13 0.73 -1.41
*
```

Atomic partial charges in e from the Mulliken method, atoms 1 to 6:
1 C -0.524
2 C 0.499
3 C -0.811
4 C -0.583
5 C -0.362
6 C -0.444

(2)
Entry from the OMol25 dataset: a cluster of 2 separate species, C2H6N2S2 in total at a distorted geometry (ωB97M-V with the def2-TZVPD basis set).

Computed properties:
ΔE to the lowest compared entry with this formula, charge and spin in kJ/mol: 243.1
Total energy in Eh: -985.59091
Highest occupied orbital energy (spin up / spin down) in eV: -8.493 / -8.493

Geometry as ORCA input:
```
! RIJCOSX wB97M-V def2-TZVPD def2/J DEFGRID3
* xyz 0 1
S -1.40 0.27 -0.28
S -2.34 0.42 1.40
N -1.18 -1.22 -0.69
N -1.85 -2.24 -0.16
C 1.48 1.69 0.40
C 2.21 0.87 -0.38
H 2.32 -0.14 -0.11
H 2.86 1.24 -1.15
H -1.77 -2.97 -0.79
H 1.41 2.69 0.05
H 0.85 1.40 1.26
H -2.61 -2.01 0.46
*
```

Atomic partial charges in e from the Mulliken method, atoms 1 to 6:
1 S 0.237
2 S -0.368
3 N -0.102
4 N -0.272
5 C -0.590
6 C -0.479

(3)
Entry from the OMol25 dataset: a structure of composition C14H15Cl3GeIrN5S at a distorted geometry (ωB97M-V with the def2-TZVPD basis set).

Computed properties:
ΔE to the lowest compared entry with this formula, charge and spin in kJ/mol: 296.1
Total energy in Eh: -4775.32515
Highest occupied orbital energy (spin up / spin down) in eV: -17.515 / -17.516

Geometry as ORCA input:
```
! RIJCOSX wB97M-V def2-TZVPD def2/J DEFGRID3
* xyz 3 2
Ir -0.19 0.48 -0.69
Ge 1.13 4.04 -3.55
Cl -0.56 5.29 -3.85
Cl 0.35 2.63 -1.63
Cl 2.78 5.00 -2.63
S 1.57 -1.10 -0.98
N -3.13 1.68 -0.86
N -0.19 -0.27 1.37
N 3.88 -0.53 0.29
N -2.04 -0.33 -1.38
N 2.17 -0.30 1.63
C -2.06 -1.57 -1.91
C 0.87 -0.40 2.18
C -3.18 -2.10 -2.49
C 2.54 -0.63 0.36
C -4.34 -1.32 -2.53
C 4.68 -0.83 -0.89
C 4.37 -0.14 1.51
C 3.31 0.03 2.34
C 0.73 -0.67 3.53
C -1.42 -0.45 1.88
C -4.33 -0.06 -1.98
C -0.55 -0.80 4.06
C -3.15 0.44 -1.41
C -1.65 -0.71 3.21
H -3.15 -3.10 -2.91
H 5.73 -0.89 -0.61
H -5.24 -1.71 -2.98
H -2.66 -0.83 3.57
H 3.30 0.36 3.36
H 1.59 -0.80 4.17
H -0.68 -0.98 5.12
H 4.56 -0.05 -1.64
H -2.24 -0.39 1.17
H -5.21 0.57 -2.00
H 5.41 0.03 1.70
H -1.15 -2.16 -1.84
H -2.29 2.10 -0.51
H 4.38 -1.78 -1.33
H -3.96 2.26 -0.87
*
```

Atomic partial charges in e from the Mulliken method, atoms 1 to 6:
1 Ir 1.397
2 Ge 0.873
3 Cl -0.112
4 Cl -0.348
5 Cl -0.121
6 S -0.300

(4)
Entry from the OMol25 dataset: an isolated molecule of C4H6N2 at a distorted geometry (ωB97M-V with the def2-TZVPD basis set).

Computed properties:
ΔE to the lowest compared entry with this formula, charge and spin in kJ/mol: 506.2
Total energy in Eh: -265.34277
Highest occupied orbital energy (spin up / spin down) in eV: -8.061 / -7.480

Geometry as ORCA input:
```
! RIJCOSX wB97M-V def2-TZVPD def2/J DEFGRID3
* xyz 0 1
N -2.63 -0.14 0.74
N 0.32 -0.19 -0.56
C 1.18 0.62 0.24
C -1.97 0.67 0.04
C 1.44 -0.90 0.05
C -1.04 -0.18 -0.72
H 1.23 -1.45 0.93
H 0.74 0.79 1.32
H -1.73 1.77 0.09
H -1.49 -0.99 -1.24
H 1.76 1.32 -0.35
H 2.20 -1.34 -0.54
*
```

Atomic partial charges in e from the Mulliken method, atoms 1 to 6:
1 N -0.522
2 N -0.125
3 C -0.430
4 C -0.093
5 C -0.426
6 C -0.198